98
Properties=species:S:1:pos:R:3:forces:R:3 method="wB97M-V/def2-TZVPD" smiles="CCCCCCCCCC[C@@H]1C(=O)N[C@H](CCCCNC(C)=O)[C@]1(F)NCC.O=[N+]([O-])c1ccccc1.O=[N+]([O-])c1ccccc1" e_tot_ev=-58548.926 homo_lumo_gap_ev=8.05
C 9.888 -2.440 2.302 -0.1 0.2 -0.4
C 10.141 -1.032 1.764 -0.2 -0.1 0.6
C 9.186 -0.001 2.409 0.4 -0.3 -0.2
C 8.445 0.839 1.380 0.4 0.5 0.2
C 7.436 1.815 2.011 -0.3 -0.5 -0.3
C 6.010 1.737 1.432 0.3 0.0 0.3
C 4.949 1.953 2.518 -0.3 -0.1 -0.4
C 3.593 2.436 1.976 0.2 -0.5 0.0
C 2.657 1.261 1.698 0.2 0.1 -0.5
C 1.263 1.674 1.227 0.5 0.2 0.2
C 0.363 2.278 2.310 -0.6 -1.1 0.1
C 0.515 1.794 3.760 0.8 -0.2 0.8
O 1.508 1.408 4.336 -1.0 0.7 -0.7
N -0.768 1.883 4.421 0.1 -0.2 -0.2
C -1.718 1.440 3.368 1.1 0.3 0.4
C -1.595 -0.096 3.345 -1.1 -0.1 -0.4
C -2.950 -0.830 3.452 0.5 0.7 0.0
C -3.762 -0.750 2.166 -0.2 -0.4 0.1
C -4.661 -1.958 1.938 0.4 0.2 -0.1
N -5.552 -1.690 0.810 0.1 -0.9 0.3
C -6.159 -2.804 0.177 -1.5 0.4 -1.0
C -5.452 -4.142 0.176 -0.1 0.2 0.3
O -7.238 -2.673 -0.398 1.7 -0.1 0.6
C -1.185 2.165 2.103 0.1 0.0 0.5
F -1.648 3.487 2.256 -0.2 0.1 -0.2
N -1.657 1.694 0.843 -0.1 0.8 0.0
C -3.018 2.128 0.484 0.4 -0.3 -0.7
C -3.001 3.116 -0.693 -0.1 0.1 0.2
H 10.185 -2.522 3.343 0.0 0.0 0.2
H 10.419 -3.191 1.723 0.1 -0.1 0.0
H 8.824 -2.653 2.219 -0.1 -0.2 0.1
H 11.168 -0.752 1.991 0.2 0.0 -0.2
H 10.020 -1.026 0.683 0.0 0.0 -0.2
H 9.772 0.651 3.056 -0.1 0.2 0.1
H 8.486 -0.525 3.060 -0.2 0.0 0.0
H 7.994 0.186 0.635 -0.2 0.0 0.0
H 9.208 1.424 0.864 0.0 -0.1 -0.3
H 7.361 1.573 3.070 0.1 0.1 0.2
H 7.815 2.829 1.920 0.0 0.2 0.2
H 5.867 2.457 0.627 0.1 0.1 -0.1
H 5.904 0.749 0.985 -0.3 -0.1 -0.1
H 5.335 2.628 3.277 0.0 0.2 0.0
H 4.785 0.986 2.993 0.1 0.0 0.4
H 3.776 2.911 1.011 -0.1 0.4 0.0
H 3.136 3.160 2.646 -0.1 0.0 0.1
H 2.629 0.579 2.539 -0.1 0.0 0.2
H 3.109 0.696 0.878 0.0 -0.1 -0.1
H 1.399 2.450 0.472 -0.1 0.0 -0.2
H 0.831 0.836 0.691 -0.4 0.0 0.4
H 0.521 3.350 2.394 0.3 0.2 -0.1
H -0.912 2.852 4.686 -0.1 0.1 0.1
H -2.712 1.804 3.611 -0.2 -0.1 -0.1
H -1.130 -0.425 2.413 0.4 -0.1 0.1
H -0.997 -0.393 4.196 0.3 0.0 0.0
H -2.764 -1.859 3.750 0.0 -0.2 -0.1
H -3.483 -0.335 4.263 -0.3 -0.3 0.2
H -4.367 0.154 2.159 0.0 0.1 -0.1
H -3.084 -0.719 1.312 0.1 0.2 -0.1
H -3.997 -2.811 1.773 0.0 -0.1 0.0
H -5.244 -2.177 2.831 -0.2 0.0 0.0
H -5.105 -1.084 0.136 -0.3 0.3 -0.2
H -5.982 -4.817 -0.482 -0.2 -0.1 0.0
H -5.423 -4.547 1.185 0.0 -0.2 0.1
H -4.422 -4.048 -0.163 0.1 0.1 0.0
H -1.518 0.705 0.739 0.1 -0.1 -0.1
H -3.550 1.242 0.149 -0.2 -0.1 0.2
H -3.548 2.558 1.327 0.0 -0.1 0.2
H -3.265 2.611 -1.618 0.0 0.0 -0.2
H -2.013 3.549 -0.811 0.1 0.0 0.1
H -3.695 3.939 -0.537 -0.2 0.0 0.0
C 0.829 2.111 -5.136 0.0 0.0 0.0
C 0.184 2.548 -3.987 0.1 -0.1 -0.1
C 0.020 1.687 -2.914 -0.1 0.2 0.1
C 0.509 0.399 -3.017 0.0 0.1 -0.2
C 1.152 -0.058 -4.152 0.1 -0.1 -0.1
C 1.309 0.810 -5.220 0.0 0.1 0.0
N 0.346 -0.502 -1.873 0.0 0.0 0.0
O -0.248 -0.063 -0.906 -0.2 -0.3 -0.1
O 0.812 -1.616 -1.946 0.1 -0.2 0.0
H 0.958 2.787 -5.971 0.0 0.0 0.0
H -0.190 3.560 -3.924 0.0 0.0 0.0
H -0.479 2.015 -2.013 0.0 -0.1 0.1
H 1.524 -1.070 -4.208 0.0 0.0 0.1
H 1.808 0.472 -6.117 0.0 0.0 0.0
C -7.208 -3.499 -3.538 0.0 -0.1 0.0
C -5.896 -3.240 -3.910 -0.1 0.0 0.0
C -5.605 -2.816 -5.195 0.2 0.0 0.1
C -6.643 -2.654 -6.093 0.0 0.0 0.2
C -7.957 -2.910 -5.745 -0.2 0.0 0.0
C -8.236 -3.336 -4.457 0.1 0.0 0.0
N -6.342 -2.186 -7.454 0.0 0.0 0.1
O -5.180 -1.987 -7.736 0.2 0.0 0.0
O -7.272 -2.025 -8.213 -0.2 0.0 -0.1
H -7.429 -3.818 -2.529 0.0 0.1 0.0
H -5.095 -3.368 -3.194 0.0 0.0 0.0
H -4.586 -2.613 -5.491 0.0 0.0 -0.1
H -8.751 -2.778 -6.465 0.1 0.0 -0.1
H -9.258 -3.537 -4.168 0.0 0.0 0.0

***

100
Properties=species:S:1:pos:R:3:forces:R:3 method="wB97M-V/def2-TZVPD" total_charge=+3 e_tot_ev=-218131.819 homo_lumo_gap_ev=6.34
Ir 1.342 0.354 0.159 -0.4 0.5 0.1
C -2.846 -2.316 0.973 0.0 0.0 0.0
Sb -1.418 -0.922 1.792 -0.1 0.0 -0.2
C 0.124 -1.295 0.240 0.1 -0.4 0.4
C -0.271 -1.397 -1.189 -0.1 0.0 0.0
C -0.493 -0.309 -2.043 0.2 0.0 0.1
C -0.866 -0.545 -3.365 0.0 0.0 -0.1
C -1.035 -1.841 -3.801 0.0 0.0 0.0
C -0.799 -2.869 -2.887 0.0 0.0 0.1
N -0.399 -2.660 -1.644 0.0 0.0 0.0
Si 0.916 -2.986 0.850 0.1 0.0 0.1
C -0.348 -4.313 1.237 0.0 0.0 0.0
C 2.194 -3.764 -0.285 -0.1 0.0 0.0
C 1.776 -2.691 2.501 0.0 0.0 0.0
C -2.293 1.088 1.329 0.0 0.0 0.0
C -1.430 2.076 0.634 -0.1 -0.1 0.0
C -1.935 3.394 0.511 0.1 0.1 0.0
C -1.243 4.402 -0.104 0.0 -0.1 0.0
C 0.019 4.119 -0.635 0.0 0.0 0.0
C 0.480 2.847 -0.483 0.1 0.0 0.0
N -0.194 1.835 0.134 0.1 0.1 0.2
Si -2.771 1.873 3.086 0.0 0.0 0.0
C -4.355 2.874 3.142 0.1 0.0 0.0
C -1.453 3.122 3.635 0.0 0.0 0.0
C -2.905 0.517 4.371 -0.1 0.0 0.0
Si -3.968 0.855 0.347 0.0 0.0 -0.1
C -3.645 0.003 -1.298 -0.1 0.1 0.0
C -4.811 2.436 -0.211 0.0 0.0 0.0
C -5.187 -0.092 1.414 0.0 0.0 0.0
H -2.295 -3.004 0.338 0.0 0.0 0.0
H -3.645 -1.868 0.401 0.0 0.0 0.0
H -3.272 -2.870 1.809 0.0 0.0 0.0
H -0.480 0.708 -1.679 -0.1 0.0 0.0
H -1.089 0.290 -4.020 0.0 0.0 0.0
H -1.374 -2.069 -4.802 0.0 0.0 0.0
H -0.939 -3.905 -3.177 0.0 0.0 0.0
H -0.913 -4.647 0.369 0.0 0.0 0.0
H -1.045 -4.055 2.036 0.0 0.0 0.0
H 0.236 -5.164 1.603 0.0 0.0 0.0
H 1.769 -4.072 -1.238 0.0 0.0 0.0
H 2.531 -4.668 0.232 0.0 0.0 0.0
H 3.084 -3.171 -0.472 0.1 0.1 0.0
H 1.205 -2.074 3.199 0.0 0.0 0.0
H 2.786 -2.296 2.414 0.1 0.0 0.0
H 1.883 -3.673 2.972 0.0 0.0 0.0
H -2.905 3.600 0.935 0.0 0.0 0.0
H -1.664 5.396 -0.169 0.0 0.0 0.0
H 0.620 4.867 -1.130 0.0 0.0 0.0
H 1.466 2.589 -0.877 0.0 0.0 0.0
H -4.233 3.874 2.722 0.0 0.0 0.0
H -4.556 3.016 4.209 0.0 0.0 0.0
H -5.245 2.429 2.711 0.0 0.0 0.0
H -0.568 3.237 3.009 0.0 0.0 0.0
H -1.127 2.892 4.652 0.0 0.0 0.0
H -1.913 4.111 3.683 0.0 0.0 0.0
H -3.584 -0.290 4.083 0.0 0.0 0.0
H -3.322 0.969 5.276 0.0 0.0 0.0
H -1.948 0.070 4.640 0.0 0.0 0.0
H -3.243 0.731 -2.009 0.0 0.0 0.0
H -4.613 -0.316 -1.696 0.0 0.0 0.0
H -2.994 -0.866 -1.287 0.0 0.0 0.0
H -4.228 2.990 -0.948 0.0 0.0 0.0
H -5.127 3.121 0.574 0.0 0.0 0.0
H -5.718 2.101 -0.725 0.0 0.0 0.0
H -4.772 -0.900 2.013 0.0 0.0 0.0
H -5.933 -0.540 0.752 0.0 0.0 0.0
H -5.727 0.569 2.088 0.0 0.0 0.0
Br 3.486 0.877 6.392 0.0 0.0 -0.1
C 2.864 0.778 4.643 0.1 0.0 0.0
C 1.574 1.181 4.324 0.0 0.0 0.0
C 1.155 1.080 3.016 -0.1 0.1 0.0
N 1.940 0.610 2.042 0.0 -0.1 -0.1
C 3.195 0.209 2.347 0.1 -0.1 -0.1
C 3.684 0.288 3.629 0.0 0.0 0.2
C 3.949 -0.341 1.207 0.0 0.1 0.1
C 5.289 -0.666 1.245 0.1 0.0 0.0
C 5.902 -1.124 0.085 0.0 0.0 0.1
Br 7.704 -1.589 0.096 0.0 0.0 0.0
C 5.155 -1.213 -1.081 0.0 0.0 -0.1
C 3.821 -0.871 -1.041 0.0 -0.1 0.0
N 3.216 -0.468 0.083 -0.1 -0.1 -0.2
H 0.904 1.569 5.076 0.0 0.0 0.0
H 0.168 1.399 2.724 0.0 0.0 0.0
H 4.685 -0.046 3.857 0.0 0.0 0.0
H 5.862 -0.554 2.153 0.0 0.0 0.0
H 5.606 -1.552 -2.002 0.0 0.0 0.0
H 3.193 -0.918 -1.922 0.0 0.0 0.0
N 2.661 0.431 -7.438 0.0 0.0 0.0
C 3.268 -0.544 -6.449 0.0 0.0 0.0
C 3.420 0.053 -5.048 0.0 0.0 0.0
N 2.240 0.151 -4.206 0.0 -0.1 -0.2
H 2.567 0.008 -8.365 0.0 0.0 0.0
H 3.246 1.265 -7.544 0.0 0.0 0.0
H 1.730 0.738 -7.148 0.0 0.0 0.0
H 4.237 -0.821 -6.860 0.0 0.0 0.0
H 2.625 -1.423 -6.449 0.0 0.0 0.0
H 3.891 1.037 -5.115 0.0 0.0 0.0
H 4.151 -0.584 -4.547 0.0 0.0 0.0
H 1.740 -0.726 -4.119 0.0 0.0 0.0
H 1.576 0.861 -4.487 0.1 0.1 0.0